[1]
C21H17FN | wB97M-V/def2-TZVPD

Structure (XYZ):
```
40
Properties=species:S:1:pos:R:3:forces:R:3
F 4.791 4.316 -4.115 -0.4 -1.2 2.5
N 2.507 0.158 2.056 1.7 -1.3 -2.8
C 4.593 3.528 -2.966 0.6 -0.1 -1.3
C 7.174 0.324 0.202 -1.0 0.1 0.1
C 3.200 -0.047 1.128 -0.7 2.2 2.3
C 4.607 0.265 -0.214 -1.8 -2.3 -2.4
C 5.870 -0.250 0.374 0.8 -0.8 1.5
C 6.900 -2.099 1.611 0.4 0.0 0.0
C 5.757 -1.449 1.167 0.2 0.9 -0.7
C 8.308 -0.273 0.773 -0.5 -0.5 0.0
C 4.535 1.490 -1.044 -1.5 1.9 1.0
C -0.606 1.261 2.491 0.1 -0.1 0.4
C 3.455 1.660 -1.975 0.9 -0.3 -0.4
C -1.985 1.247 2.272 -0.2 0.0 0.1
C -2.678 0.034 2.186 0.8 0.0 0.1
C 5.366 2.630 -0.849 0.4 0.2 -0.4
C 3.508 2.634 -2.987 0.2 -0.3 0.6
C -1.966 -1.169 2.280 -0.2 0.0 0.1
C 1.552 0.079 3.122 -0.3 0.2 0.8
C 5.512 3.577 -1.897 -1.0 -0.4 -0.2
C -0.585 -1.159 2.501 0.1 0.1 0.4
C 8.175 -1.513 1.416 -0.2 0.0 -0.3
C 0.107 0.059 2.653 -0.7 -0.1 -0.2
H 1.814 -0.782 3.746 -0.1 -0.2 -0.4
H 6.309 4.318 -1.942 -0.3 -0.1 0.4
H 7.304 1.242 -0.392 -0.1 -0.7 0.3
H 4.744 -1.831 1.416 0.9 0.1 -0.3
H 2.597 0.977 -1.897 0.5 0.1 -0.4
H 9.296 0.207 0.682 -0.7 -0.4 -0.1
H -2.551 2.188 2.247 0.4 -0.4 -0.1
H -0.067 -2.111 2.673 -0.2 0.4 -0.2
H 9.091 -2.044 1.706 -0.6 0.2 0.1
H 4.006 -0.570 -0.803 1.8 1.7 1.0
H 5.879 2.792 0.129 0.0 -0.4 -1.2
H -2.518 -2.121 2.259 0.4 0.5 -0.1
H 6.807 -3.083 2.099 0.1 0.7 -0.2
H -3.759 0.023 2.090 0.1 0.0 -0.1
H -0.104 2.221 2.657 -0.1 -0.4 -0.2
H 1.764 0.920 3.787 -0.2 0.2 -0.3
H 2.764 2.646 -3.796 0.4 0.2 0.5
```
Forces are in eV/Å.

Values from the calculation:
charge	+1
HOMO	-0.452	Ha
energy	-964.69052	Eh
gap between HOMO and LUMO	7.80	eV
LUMO energy	-4.515	eV

Results of the natural (NBO) charge analysis, in e, for atoms 1 through 4: -0.3147, -0.3315, 0.4582, -0.1826

---

[2]
C21H26GeN4O11Sr | wB97M-V/def2-TZVPD

Structure (XYZ):
```
64
Properties=species:S:1:pos:R:3:forces:R:3
Sr -0.610 1.552 1.584 -0.1 0.1 -0.1
Ge 1.324 -1.450 -0.143 0.0 0.0 0.0
O 1.503 0.031 0.992 0.0 0.0 0.0
O -1.098 4.161 -1.995 0.0 0.0 0.0
O -0.370 3.133 -0.150 0.0 -0.1 0.0
O 0.471 4.397 5.085 0.0 0.0 0.0
O 0.730 0.912 3.450 0.0 0.0 0.1
O -3.026 4.036 -3.670 0.0 0.0 0.0
O 3.656 -0.510 1.149 0.0 0.0 0.0
O 6.219 3.632 2.599 0.0 0.0 0.0
O -0.504 3.332 3.492 0.0 0.1 0.1
O -4.863 2.778 -3.779 0.0 0.0 0.0
O 5.224 5.145 3.767 0.0 0.0 0.0
N 5.250 4.083 3.177 0.0 0.0 0.0
N 0.494 3.621 4.166 0.1 0.0 0.0
N -4.340 1.493 -1.470 0.0 0.0 0.0
N -2.700 1.582 -0.028 0.0 0.0 0.0
C 2.739 0.184 1.514 0.0 0.0 0.0
C 1.676 -5.101 -0.597 0.0 0.0 0.0
C 1.715 1.687 3.255 0.0 -0.1 0.0
C -1.368 -2.045 -1.389 0.0 0.0 0.0
C 2.893 3.794 3.776 0.0 0.0 0.0
C -1.210 3.346 -1.071 0.0 0.0 0.0
C 4.026 3.284 3.169 0.0 0.0 0.0
C -1.758 -2.368 -3.868 0.0 0.0 0.0
C 2.848 1.323 2.459 0.0 0.0 0.0
C 1.753 3.023 3.756 0.0 0.0 0.0
C -2.459 2.503 -1.036 0.0 0.0 0.0
C -0.988 -1.606 -2.798 0.0 0.0 0.0
C -3.845 0.994 -0.324 0.0 0.0 0.0
C 1.115 -4.314 0.586 0.0 0.0 0.0
C -3.482 2.450 -1.942 0.0 0.0 0.0
C 3.995 2.087 2.465 0.0 0.0 0.0
C -3.842 3.121 -3.225 0.0 0.0 0.0
C -0.626 -1.266 -0.300 0.0 0.0 0.0
C -4.529 -0.053 0.483 0.0 0.0 0.0
C 1.866 -3.010 0.884 0.0 0.0 0.0
C 1.656 -4.346 -1.921 0.0 0.0 0.0
H -2.233 4.152 -3.037 0.0 0.0 0.0
H -2.446 -1.902 -1.257 0.0 0.0 0.0
H 4.860 1.776 1.895 0.0 0.0 0.0
H 2.095 -1.084 -1.409 0.0 0.0 0.0
H -3.795 -0.622 1.051 0.0 0.0 0.0
H 0.087 -1.742 -2.952 0.0 0.0 0.0
H 0.050 -4.117 0.421 0.0 0.0 0.0
H -1.196 -3.119 -1.278 0.0 0.0 0.0
H 2.897 4.781 4.217 0.0 0.0 0.0
H 2.337 -3.492 -1.913 0.0 0.0 0.0
H 1.693 -2.707 1.921 0.0 0.0 0.0
H -0.829 -0.204 -0.483 0.0 0.0 0.0
H -1.175 -0.531 -2.899 0.0 0.0 0.0
H -5.235 0.393 1.184 0.0 0.0 0.0
H -1.033 -1.521 0.688 0.0 0.0 0.0
H 2.704 -5.396 -0.367 0.0 0.0 0.0
H -5.192 1.252 -1.956 0.0 0.0 0.0
H 2.944 -3.138 0.780 0.0 0.0 0.0
H -1.485 -2.036 -4.869 0.0 0.0 0.0
H 0.652 -3.981 -2.156 0.0 0.0 0.0
H -1.558 -3.440 -3.805 0.0 0.0 0.0
H 1.966 -4.988 -2.745 0.0 0.0 0.0
H 1.106 -6.027 -0.700 0.0 0.0 0.0
H -5.078 -0.744 -0.156 0.0 0.0 0.0
H -2.835 -2.225 -3.752 0.0 0.0 0.0
H 1.163 -4.950 1.473 0.0 0.0 0.0
```
Forces are in eV/Å.

Values from the calculation:
HOMO	-0.337	Ha
energy	-3970.18969	Eh
gap between HOMO and LUMO	8.23	eV
LUMO energy	-0.955	eV

Results of the natural (NBO) charge analysis, in e, for atoms 1 through 4: 1.8664, 1.5793, -0.8952, -0.6695

---

[3]
Cl3HNP | wB97M-V/def2-TZVPD

Structure (XYZ):
```
6
Properties=species:S:1:pos:R:3:forces:R:3
Cl -3.668 -1.574 -0.630 -0.5 -0.9 -0.4
Cl -3.047 1.358 -1.025 -0.8 2.2 -1.2
Cl -2.973 0.116 1.805 -0.1 0.2 0.5
P -2.378 -0.165 -0.085 3.5 -1.4 1.4
N -0.026 -0.144 0.045 -2.3 0.2 0.1
H 0.040 -0.848 -0.694 0.2 -0.3 -0.3
```
Forces are in eV/Å.

Values from the calculation:
HOMO (alpha / beta)	-0.333 / -0.337	Ha
energy	-1777.20235	Eh
gap between HOMO and LUMO (alpha / beta)	8.22 / 8.26	eV
LUMO energy (alpha / beta)	-0.833 / -0.913	eV

Results of the natural (NBO) charge analysis, in e, for atoms 1 through 4: -0.2251, -0.1865, -0.2240, 0.9761